154
Properties=species:S:1:pos:R:3:forces:R:3 method="wB97M-V/def2-TZVPD" total_energy_ev=-107889.5968 homo_energy_ev=-4.219 homo_lumo_gap_ev=5.93 total_charge=-1 spin_multiplicity=1
C 2.504 5.389 1.220 -0.12 0.07 -0.07
C 3.586 5.529 0.140 -0.19 -0.15 0.03
C 3.597 4.395 -0.899 0.07 0.07 0.23
C 2.210 3.871 -1.295 0.21 -0.02 -0.28
C 2.091 3.375 -2.744 -0.09 -0.19 0.11
C 3.261 2.527 -3.236 0.20 0.18 -0.01
C 3.175 2.177 -4.720 -0.26 0.03 0.01
C 1.971 1.316 -5.144 0.14 -0.15 -0.13
C 2.211 -0.212 -5.196 -0.05 0.07 0.07
C 1.613 -1.025 -4.033 0.09 0.05 -0.13
C 2.628 -1.296 -2.922 -0.21 0.06 0.08
C 2.083 -1.860 -1.601 0.09 -0.19 0.00
C 0.963 -2.899 -1.742 0.02 0.07 0.12
C -0.459 -2.312 -1.738 -0.05 -0.13 -0.03
C -1.485 -3.141 -2.542 0.23 -0.23 0.25
In -3.261 -3.674 -1.387 -0.23 0.47 -0.31
F -3.941 -5.464 -2.029 -0.04 -0.15 0.03
C -4.955 -2.287 -1.524 -0.57 -0.33 -0.08
C -5.813 -2.455 -2.793 0.25 0.29 0.01
C -6.484 -1.133 -3.184 0.11 0.07 0.22
C -7.537 -0.693 -2.153 -0.09 0.16 0.00
C -8.835 -0.125 -2.740 0.16 -0.02 -0.08
C -8.737 1.369 -3.115 -0.31 -0.10 -0.11
C -9.894 2.242 -2.582 0.18 0.04 -0.01
C -9.439 3.556 -1.923 -0.17 0.18 -0.05
C -10.300 4.003 -0.722 0.28 -0.07 -0.08
P -2.602 -3.760 1.106 0.08 -0.20 -0.29
O -2.241 -2.223 1.548 -0.17 0.15 -0.10
O -3.923 -4.083 1.995 0.02 0.12 0.29
S -1.078 -4.900 1.619 0.19 0.04 0.11
H 2.806 5.869 2.152 0.02 -0.04 0.01
H 1.572 5.864 0.910 -0.01 -0.04 -0.02
H 2.263 4.345 1.423 0.14 0.00 0.12
H 3.451 6.482 -0.378 0.07 0.05 0.09
H 4.560 5.551 0.632 0.07 0.13 -0.12
H 4.142 4.743 -1.781 -0.04 0.02 0.00
H 4.190 3.575 -0.486 -0.02 -0.08 -0.14
H 1.472 4.664 -1.147 -0.09 -0.09 0.04
H 1.941 3.040 -0.640 -0.08 0.11 0.12
H 1.947 4.226 -3.421 0.10 0.00 0.01
H 1.177 2.777 -2.799 -0.07 0.13 -0.10
H 4.182 3.099 -3.097 0.06 -0.13 0.03
H 3.373 1.629 -2.624 -0.06 0.00 0.01
H 3.140 3.128 -5.266 -0.03 -0.02 -0.01
H 4.096 1.681 -5.035 0.02 -0.01 0.06
H 1.107 1.515 -4.505 0.03 0.05 -0.03
H 1.674 1.633 -6.147 -0.01 0.04 0.01
H 3.289 -0.399 -5.250 -0.02 -0.04 -0.04
H 1.788 -0.580 -6.133 -0.01 -0.04 0.02
H 1.247 -1.978 -4.421 -0.07 -0.02 0.09
H 0.735 -0.504 -3.644 0.04 0.01 0.02
H 3.363 -2.006 -3.317 0.04 0.04 -0.08
H 3.166 -0.367 -2.722 0.15 -0.06 0.04
H 1.753 -1.051 -0.941 -0.09 0.02 -0.07
H 2.924 -2.338 -1.084 0.03 0.12 0.05
H 1.025 -3.586 -0.894 0.00 -0.12 -0.10
H 1.123 -3.499 -2.644 0.02 0.05 -0.01
H -0.753 -2.255 -0.685 0.05 0.19 -0.01
H -0.439 -1.280 -2.099 -0.03 -0.01 0.00
H -1.775 -2.628 -3.462 0.00 -0.02 -0.01
H -1.026 -4.090 -2.835 -0.04 0.03 -0.09
H -4.634 -1.248 -1.426 0.12 -0.27 -0.17
H -5.605 -2.473 -0.662 0.11 0.13 0.10
H -6.585 -3.207 -2.605 0.06 -0.12 -0.19
H -5.213 -2.797 -3.643 -0.06 -0.08 0.00
H -5.688 -0.381 -3.213 -0.05 0.03 -0.21
H -6.913 -1.177 -4.192 -0.12 -0.08 0.06
H -7.106 0.081 -1.509 0.00 -0.13 0.13
H -7.775 -1.530 -1.490 0.02 -0.09 -0.11
H -9.102 -0.705 -3.628 -0.07 -0.06 0.07
H -9.645 -0.280 -2.021 -0.01 0.12 0.02
H -7.794 1.770 -2.735 0.02 -0.04 -0.04
H -8.705 1.450 -4.204 0.19 0.12 0.02
H -10.578 2.486 -3.399 -0.12 -0.10 0.07
H -10.472 1.659 -1.860 0.05 0.02 0.04
H -8.397 3.467 -1.610 -0.03 -0.09 0.04
H -9.458 4.352 -2.671 0.15 -0.02 -0.03
H -10.803 4.951 -0.917 -0.13 -0.07 0.04
H -9.671 4.141 0.160 -0.09 0.01 0.05
H -11.041 3.240 -0.481 -0.09 0.11 0.04
H -2.846 -1.601 1.100 0.22 -0.10 0.08
H -3.682 -4.024 2.943 -0.03 -0.11 -0.11
O -4.188 -0.237 0.414 0.25 0.30 0.35
C -4.528 0.309 1.426 -0.15 -0.15 0.10
O -3.663 0.985 2.214 0.00 0.05 -0.04
C -4.323 1.423 3.413 -0.06 0.01 0.09
C -5.809 1.462 3.066 0.06 -0.04 -0.08
C -5.910 0.332 2.045 0.01 0.24 0.04
H -4.099 0.704 4.204 -0.02 -0.01 -0.01
H -3.911 2.391 3.689 0.04 0.00 -0.04
H -6.454 1.345 3.932 0.01 -0.04 0.02
H -6.058 2.413 2.594 -0.02 0.02 0.02
H -6.076 -0.641 2.512 0.00 -0.03 -0.04
H -6.662 0.486 1.276 -0.01 -0.10 -0.01
O -2.880 -3.881 4.650 -0.24 0.15 0.25
C -2.271 -4.731 5.231 0.19 -0.10 -0.23
O -1.652 -4.482 6.415 -0.06 0.03 -0.01
C -0.901 -5.633 6.828 0.07 -0.08 0.01
C -1.545 -6.816 6.110 -0.08 0.04 -0.04
C -2.025 -6.162 4.817 -0.06 -0.09 0.32
H 0.139 -5.489 6.527 0.00 -0.01 -0.02
H -0.950 -5.697 7.913 -0.02 0.05 0.00
H -0.856 -7.646 5.964 0.04 0.04 -0.03
H -2.397 -7.179 6.688 0.02 -0.01 0.02
H -1.269 -6.137 4.030 -0.04 0.03 -0.09
H -2.931 -6.593 4.401 0.03 0.03 -0.12
O 5.781 0.282 -3.455 0.07 0.03 -0.03
C 6.257 -0.566 -2.761 -0.03 -0.01 -0.05
O 6.711 -0.305 -1.511 0.00 0.02 0.02
C 7.306 -1.483 -0.937 0.03 -0.10 0.04
C 6.697 -2.653 -1.702 -0.06 0.02 -0.05
C 6.469 -2.035 -3.078 -0.06 -0.04 0.20
H 8.387 -1.425 -1.067 0.00 -0.02 0.00
H 7.079 -1.497 0.127 -0.03 0.07 0.00
H 7.335 -3.534 -1.701 0.05 0.03 -0.01
H 5.737 -2.927 -1.260 0.00 0.00 0.01
H 7.346 -2.117 -3.724 -0.01 0.00 -0.02
H 5.604 -2.429 -3.603 0.02 0.03 -0.11
O 10.951 -3.045 1.172 -0.05 0.09 0.00
C 11.484 -2.501 0.249 0.10 -0.17 0.18
O 10.804 -2.148 -0.868 -0.04 0.02 -0.08
C 11.700 -1.597 -1.850 0.07 0.06 0.00
C 12.910 -1.118 -1.055 -0.01 -0.01 0.06
C 12.942 -2.116 0.102 -0.04 0.37 -0.14
H 11.953 -2.385 -2.563 0.02 -0.01 0.01
H 11.178 -0.799 -2.374 -0.05 -0.02 0.02
H 13.822 -1.084 -1.646 -0.01 -0.06 -0.02
H 12.719 -0.117 -0.666 0.01 0.01 -0.01
H 13.518 -3.011 -0.140 -0.03 -0.04 0.05
H 13.315 -1.684 1.028 0.01 -0.13 0.06
O -8.981 2.918 3.395 0.03 0.04 -0.03
C -9.439 3.982 3.684 -0.05 -0.15 0.07
O -8.675 5.098 3.789 0.03 0.03 -0.01
C -9.466 6.206 4.246 -0.05 0.04 0.01
C -10.905 5.847 3.887 0.00 -0.06 -0.03
C -10.883 4.325 4.004 0.03 0.25 -0.15
H -9.323 6.309 5.324 -0.02 -0.01 0.01
H -9.103 7.106 3.755 0.04 -0.02 -0.02
H -11.637 6.339 4.525 0.03 -0.01 0.05
H -11.108 6.133 2.854 0.00 0.02 0.00
H -11.093 3.983 5.019 -0.02 -0.04 -0.01
H -11.549 3.819 3.311 0.00 -0.11 0.07
O 13.588 0.108 3.525 -0.01 -0.08 -0.02
C 12.412 0.044 3.742 0.03 0.08 0.05
O 11.493 0.371 2.807 0.00 0.01 -0.13
C 10.162 0.284 3.348 -0.08 -0.06 0.04
C 10.283 -0.651 4.545 0.07 -0.04 0.02
C 11.707 -0.369 5.020 -0.15 -0.13 -0.13
H 9.844 1.290 3.630 0.00 0.00 0.02
H 9.503 -0.092 2.570 0.05 0.01 -0.05
H 9.514 -0.478 5.295 0.02 0.05 0.01
H 10.207 -1.685 4.209 -0.02 0.00 -0.02
H 11.759 0.468 5.720 0.02 0.00 0.01
H 12.205 -1.229 5.459 0.07 0.06 0.06